Here is 2 unconnected molecules or ions with the total composition C31H39N3O4 at a distorted geometry from OMol25. Energies are from ωB97M-V/def2-TZVPD.

XYZ file:
```
77
Properties=species:S:1:pos:R:3:mulliken_charge:R:1
C -0.91584 2.05366 -2.74184 -0.40
C -1.71463 0.77965 -2.74957 0.55
C -3.15745 0.82253 -2.87135 0.20
C -3.86158 -0.47861 -2.94804 -0.37
C -5.34552 -0.34785 -3.26921 -0.67
C -5.88453 0.79600 -2.45498 -0.37
O -5.26404 2.03732 -2.89530 -0.39
C -3.90773 2.09077 -3.00928 0.31
O -3.39888 3.18714 -3.23171 -0.75
O -1.11749 -0.30990 -2.64891 -0.82
H -1.57612 2.92749 -2.74858 0.35
H -0.24998 2.04797 -1.86899 -0.33
H -0.28356 2.07525 -3.64004 0.31
H -3.39124 -1.10808 -3.71330 0.26
H -3.75051 -1.00365 -1.98551 0.02
H -5.46487 -0.16932 -4.34456 0.29
H -5.87371 -1.26894 -3.01690 0.35
H -6.95532 0.94840 -2.60198 0.30
H -5.67245 0.63966 -1.38491 0.23
C 5.71440 0.31225 1.16824 -1.00
N 4.37905 0.85974 1.07715 0.32
C 4.17760 2.20639 0.98545 0.20
O 5.06794 3.05428 0.99910 -0.69
C 2.67357 2.43941 0.86764 0.23
C 2.28552 3.07502 -0.46728 -0.83
C 2.88521 4.45536 -0.65085 0.29
C 2.20918 5.57924 -0.17156 -0.31
C 2.77752 6.85049 -0.30300 -0.65
C 4.02954 6.99700 -0.91158 -0.44
C 4.70992 5.87079 -1.39232 -0.74
C 4.13577 4.60804 -1.25856 -0.11
N 2.13099 1.08802 1.04950 0.57
C 0.80416 0.85338 1.07559 0.44
C 0.25078 -0.41304 1.21800 0.86
C -1.09926 -0.74624 1.27192 -0.72
C -1.57759 -2.08802 1.46075 0.91
C -2.97053 -2.37198 1.54860 -0.84
C -3.43569 -3.65893 1.72550 -0.35
C -2.52953 -4.74385 1.82669 -0.17
N -2.98744 -6.05462 1.98556 0.27
C -3.24112 -6.92684 0.85906 -1.00
C -3.16665 -6.66339 3.28593 -1.00
C -1.14435 -4.48185 1.75605 -0.22
C -0.68229 -3.19277 1.58035 -0.74
C 3.16961 0.04916 1.17157 0.08
C 3.13853 -0.94053 -0.00355 -1.52
C 3.13107 -0.64185 2.54270 -1.56
H 6.42445 1.13655 1.06609 0.41
H 5.87423 -0.18355 2.13464 0.30
H 5.88806 -0.41837 0.36806 0.32
H 2.35801 3.09891 1.69904 0.28
H 2.62901 2.39940 -1.26906 0.42
H 1.18941 3.12538 -0.50846 0.47
H 1.23783 5.43983 0.30869 0.37
H 2.23550 7.72025 0.07137 0.37
H 4.47879 7.98450 -1.01325 0.37
H 5.68814 5.96283 -1.86744 0.36
H 4.66528 3.72445 -1.61793 0.32
H 0.17062 1.74274 0.98675 0.56
H 0.95676 -1.23624 1.30423 -1.18
H -1.83792 0.05916 1.19973 0.39
H -3.67571 -1.54247 1.47805 0.40
H -4.50107 -3.87877 1.78830 0.45
H -3.03168 -6.38746 -0.07112 0.30
H -2.60655 -7.82375 0.91256 0.32
H -4.29058 -7.25476 0.86153 0.32
H -2.90220 -5.94044 4.06524 0.29
H -4.21294 -6.97462 3.41794 0.32
H -2.53337 -7.55716 3.38581 0.32
H -0.44726 -5.31576 1.83826 0.42
H 0.39609 -3.04125 1.53439 0.28
H 3.27029 -0.38421 -0.94315 0.33
H 3.95185 -1.66782 0.11190 0.48
H 2.19059 -1.47848 -0.06250 0.44
H 3.25465 0.12258 3.32235 0.38
H 2.18341 -1.15299 2.71668 0.39
H 3.94582 -1.37261 2.60961 0.46
```

The total energy is -45437.2770 eV. The total charge is 0. As for the energy above the lowest of the compared OMol25 structures with the same formula, charge and spin: 239.0 kJ/mol. The calculation puts the HOMO energy at -5.39 eV. The value obtained for the LUMO energy is -2.541 eV.

=====

Here is a molecular structure, C31H40BN11OP2V at a distorted geometry from OMol25. Energies are from ωB97M-V/def2-TZVPD.

XYZ file:
```
87
Properties=species:S:1:pos:R:3:mulliken_charge:R:1
V 1.13461 1.42617 -0.43994 0.13
C 2.81830 5.37775 -0.83069 -1.32
C 2.79389 4.01117 -1.12722 -0.45
N 1.81669 3.39738 -0.45713 0.57
N 1.20523 4.36105 0.28023 -0.33
C 1.77893 5.55350 0.05759 -0.19
B -0.12991 3.97217 0.94981 0.31
N 0.15463 2.83098 1.96267 -0.17
C 0.02786 2.79130 3.28919 -0.50
C 0.43431 1.54415 3.73582 -1.00
C 0.77993 0.86178 2.57347 -0.96
N 0.61723 1.63691 1.49411 1.72
N -1.05981 3.43400 -0.18898 -0.22
C -2.12795 4.02150 -0.73483 -0.41
C -2.45071 3.36469 -1.90923 -1.24
C -1.49125 2.36209 -2.00932 -0.56
N -0.64811 2.40079 -0.97795 0.82
H 3.49593 6.12277 -1.21133 0.44
H 3.43521 3.44674 -1.78736 0.57
H 1.40788 6.43949 0.54815 0.49
H -0.64150 4.90972 1.50559 -0.15
H -0.34827 3.64627 3.82818 0.46
H 0.45260 1.17913 4.74840 0.53
H 1.11856 -0.15603 2.45263 0.38
H -2.58791 4.86727 -0.24854 0.48
H -3.26057 3.57753 -2.58561 0.47
H -1.38789 1.60518 -2.76883 0.40
C -3.81820 -0.81123 -1.28023 -1.64
P -2.35439 -0.44501 -0.23625 1.29
C -1.70014 -2.16557 -0.00485 -0.83
N -2.54001 -3.12602 0.27906 -0.19
C -2.04890 -4.35842 0.56521 0.19
C -2.93862 -5.42014 0.87139 -0.52
C -2.43812 -6.64124 1.20199 -0.57
C -1.03294 -6.86200 1.24336 -0.51
C -0.16314 -5.85853 0.94457 -0.50
C -0.66479 -4.57951 0.58798 0.15
N 0.19907 -3.58949 0.24731 -0.22
C -0.27710 -2.41443 -0.07190 0.00
P 0.98564 -1.13753 -0.66604 1.48
C 2.49891 -1.90107 0.01957 -1.73
C 1.05490 -1.60055 -2.49113 1.64
C -0.31951 -1.30175 -3.09785 -1.43
C 2.10028 -0.68761 -3.13613 -1.83
C 1.41840 -3.05554 -2.77544 -1.79
C -3.11286 -0.09134 1.43540 2.11
C -4.41565 -0.83059 1.73183 -1.82
C -3.36720 1.42236 1.43071 -1.77
C -2.07111 -0.42092 2.50579 -1.69
H -4.34897 -1.70169 -0.94198 0.41
H -3.49799 -0.94930 -2.31385 0.42
H -4.49214 0.04723 -1.25207 0.40
H -4.00302 -5.22414 0.84014 0.46
H -3.11196 -7.45474 1.44003 0.40
H -0.65668 -7.84069 1.51249 0.40
H 0.90999 -6.00262 0.95996 0.47
H 2.60593 -2.93214 -0.30405 0.56
H 2.43991 -1.90193 1.10875 0.40
H 3.35607 -1.31054 -0.28466 0.35
H -0.61636 -0.26628 -2.92434 -0.07
H -1.10096 -1.95091 -2.69354 0.33
H -0.28233 -1.46469 -4.17883 0.63
H 1.86026 0.37402 -3.03029 0.15
H 2.14980 -0.90050 -4.20783 0.59
H 3.09725 -0.82852 -2.72256 0.39
H 0.75616 -3.76608 -2.27918 0.31
H 2.44494 -3.28359 -2.48275 0.34
H 1.34286 -3.22773 -3.85379 0.53
H -5.22536 -0.50488 1.07510 0.37
H -4.72232 -0.61125 2.76051 0.52
H -4.30250 -1.91126 1.63112 0.23
H -4.03671 1.71920 0.61801 0.33
H -2.43554 1.98221 1.31725 0.16
H -3.83620 1.71961 2.37480 0.54
H -1.94497 -1.49851 2.63179 0.37
H -2.39219 -0.00700 3.46720 0.59
H -1.09865 0.01822 2.26760 -0.08
N 4.13015 1.52567 1.49050 -0.38
C 4.12244 1.39340 0.14989 0.75
O 3.02871 0.99721 -0.40823 0.01
C 5.26745 1.63762 -0.60659 0.60
C 6.45835 2.07244 0.04575 -0.39
N 7.36510 2.45507 0.64792 -0.60
C 5.19342 1.51426 -2.02439 -0.07
N 5.08730 1.43131 -3.16993 -0.69
H 4.91953 1.96900 1.93276 0.24
H 3.23682 1.57311 1.95406 -0.02
```

The total energy is -96180.0201 eV. Its expectation value of S² is 0.76. As for the multiplicity: 2. The total charge is 0. The calculation puts the HOMO energy (alpha / beta) at -7.11 / -6.54 eV. The value obtained for the LUMO energy (alpha / beta) is -0.647 / -0.646 eV.